117
Properties=species:S:1:pos:R:3:forces:R:3:lowdin_charge:R:1 method="wB97M-V/def2-TZVPD" homo_lumo_gap_ev=7.0 max_force_ev_per_a=2.31 total_charge=0 total_energy_ha=-4898.18742
Tl -14.51858 -15.98156 7.73796 0.589 -0.255 -0.304 0.84
C -19.25818 -14.24118 10.67907 0.093 0.026 -0.636 -0.01
C -19.62715 -14.36740 9.20609 -0.395 0.375 0.783 -0.22
N -20.78167 -13.72521 8.97995 0.604 -0.332 -1.010 0.12
C -21.17838 -13.56766 7.71389 -0.520 0.558 0.741 -0.10
C -20.48574 -13.97082 6.59558 0.577 -0.920 1.390 -0.16
C -21.05226 -13.62271 5.26718 -0.587 0.172 -0.516 -0.23
O -20.28784 -12.63342 4.59008 0.157 0.103 -0.129 -0.05
C -19.32003 -14.75929 6.83560 0.321 0.215 -0.729 0.00
C -18.65883 -15.21320 5.55477 -0.541 0.509 0.415 -0.08
N -17.76467 -16.09800 5.38875 0.366 -0.098 -1.334 0.12
C -17.60796 -16.41699 3.96732 0.004 -0.652 0.478 -0.30
C -18.77283 -16.78765 3.26227 0.670 0.390 -0.439 -0.05
C -18.71849 -17.14519 1.92095 1.191 -0.625 -0.055 -0.07
C -17.47191 -17.27131 1.27386 -0.429 0.414 0.809 -0.08
C -16.30680 -16.95040 1.97377 -1.246 0.332 0.352 -0.16
C -16.36758 -16.52137 3.29821 -0.755 0.202 0.428 -0.62
I -14.59823 -15.87424 4.20567 -0.220 -0.190 0.036 1.11
C -18.88969 -14.99392 8.17265 -0.643 0.587 -0.385 -0.20
O -17.79364 -15.74557 8.37775 -0.001 0.138 -0.253 -0.26
H -20.17405 -14.28994 11.23000 -0.595 -0.055 0.335 0.08
H -18.84059 -13.24809 10.85717 0.092 -0.023 -0.075 0.09
H -18.58334 -14.97224 11.07455 0.077 -0.127 0.020 0.03
H -22.11582 -13.02161 7.61502 0.066 -0.100 -0.154 0.12
H -22.10601 -13.29038 5.37044 0.498 -0.069 0.185 0.13
H -21.10187 -14.50143 4.61852 0.137 0.181 -0.104 0.12
H -20.08658 -11.90179 5.19312 -0.175 -0.337 -0.095 0.10
H -19.08173 -14.70927 4.65850 0.254 -0.248 0.654 0.12
H -19.73059 -16.75519 3.75363 -0.094 -0.062 0.236 0.10
H -19.60929 -17.45363 1.40037 -0.230 0.133 -0.066 0.10
H -17.41911 -17.58060 0.23970 0.012 -0.023 -0.012 0.10
H -15.36797 -16.92777 1.48741 0.800 -0.219 -0.469 0.07
S -18.96475 -19.21792 6.49877 -0.179 -0.180 -0.140 0.70
C -18.00769 -18.48696 7.51160 1.469 1.148 1.361 -0.87
N -17.21036 -17.96541 8.25262 -1.360 -0.855 -0.954 -0.04
F -9.52796 -12.70140 5.31598 0.023 0.216 -0.150 0.03
C -10.53928 -13.45592 5.81117 0.873 -0.060 0.311 -0.30
C -11.83121 -13.01711 5.66873 -0.013 0.188 -0.654 -0.03
C -12.82731 -13.84024 6.17268 -0.116 -0.802 0.469 -0.25
C -12.54662 -15.08178 6.80772 -0.357 0.813 -0.206 -0.38
C -11.19260 -15.42434 6.94244 -0.259 -0.892 0.889 -0.17
C -10.17139 -14.61654 6.48083 0.015 0.274 -0.444 -0.04
H -12.03208 -12.11243 5.07642 0.063 -0.378 0.492 0.13
H -13.86599 -13.51163 6.05071 0.268 -0.086 0.057 0.06
H -10.89810 -16.34479 7.50336 -0.319 0.728 -0.548 0.10
H -9.11201 -14.86725 6.59386 -0.394 0.112 -0.037 0.12
F -21.85718 -16.92270 14.06099 0.004 0.072 -0.065 0.15
C -21.66063 -18.01400 13.30001 -0.673 -0.089 -0.102 -0.58
F -22.84569 -18.26556 12.67156 0.752 -0.013 0.438 0.12
F -21.39939 -19.02075 14.14898 -0.287 -0.168 -0.008 0.14
C -20.53263 -17.83505 12.34543 1.152 0.115 -0.613 -0.10
C -20.74075 -17.64280 10.98218 -0.313 -0.027 0.108 0.02
C -19.67048 -17.38476 10.12748 -0.403 0.186 -0.088 -0.05
C -18.38874 -17.29665 10.62983 0.305 0.393 -0.563 -0.25
C -18.17237 -17.59175 11.96458 0.353 -0.502 0.821 -0.07
C -19.20948 -17.86389 12.83809 -0.996 0.168 -0.383 0.03
P -17.00387 -16.71268 9.53980 0.065 -0.767 0.064 0.82
C -15.68736 -17.86563 10.27559 0.344 0.304 0.209 -0.30
C -15.96631 -19.22776 10.37788 0.297 0.089 -0.065 -0.07
C -15.05951 -20.11041 10.93892 -0.045 0.705 0.167 0.01
C -13.87719 -19.64104 11.49461 0.032 0.095 -0.072 -0.11
C -13.58725 -18.28717 11.42724 -0.556 0.166 -0.402 0.01
C -14.47441 -17.41389 10.80042 -0.379 -0.388 -0.314 -0.11
C -12.92461 -20.60145 12.15045 0.187 -0.130 -0.275 -0.57
F -11.74791 -20.00519 12.40780 -0.063 -0.083 0.340 0.13
F -13.41895 -21.09836 13.30845 0.237 0.190 -0.281 0.14
F -12.63603 -21.66435 11.36337 -0.303 0.195 0.184 0.13
C -16.40907 -15.13383 10.40260 0.080 -0.636 0.232 -0.30
C -16.19299 -15.11465 11.78126 0.233 -0.251 0.261 -0.07
C -15.95898 -13.93517 12.46519 0.087 0.353 -0.119 0.02
C -15.88039 -12.72278 11.77463 0.247 -0.584 0.818 -0.11
C -15.99612 -12.75461 10.39711 0.010 0.614 -0.063 -0.01
C -16.27750 -13.94318 9.72419 0.211 1.088 -0.450 -0.12
C -15.57913 -11.42352 12.51609 -0.140 -0.533 0.223 -0.57
F -14.33844 -10.97713 12.25480 0.224 -0.112 0.012 0.14
F -15.68423 -11.52596 13.87209 0.067 -0.203 -0.880 0.12
F -16.40949 -10.45588 12.13457 -0.383 0.349 -0.109 0.15
H -21.75177 -17.67867 10.58324 0.189 0.027 0.080 0.13
H -19.84568 -17.18841 9.07138 -0.135 -0.164 0.236 0.11
H -17.16106 -17.69924 12.33871 -0.129 0.149 -0.001 0.10
H -19.03854 -18.08917 13.88677 0.115 0.040 -0.189 0.13
H -16.89523 -19.61122 10.00514 -0.291 -0.173 -0.147 0.11
H -15.30275 -21.14267 10.97375 -0.101 -0.806 0.053 0.12
H -12.69262 -17.85751 11.81980 0.515 -0.096 0.292 0.10
H -14.18623 -16.38207 10.68089 0.086 0.204 0.155 0.05
H -16.16290 -16.02972 12.37104 -0.171 0.302 -0.285 0.10
H -15.81727 -13.97327 13.53382 0.010 0.091 0.111 0.12
H -15.88879 -11.80375 9.87220 -0.092 -0.365 -0.169 0.13
H -16.38448 -13.87327 8.63958 -0.065 -0.220 0.355 0.10
N -10.70335 -13.57156 10.39418 -0.207 0.230 0.352 0.06
C -10.22171 -14.85034 10.52840 -0.442 0.110 -0.119 -0.09
C -11.31851 -15.65213 10.38550 0.284 0.275 -0.036 -0.17
N -12.45146 -14.90379 10.21780 0.061 0.597 -0.038 0.05
C -12.04990 -13.64577 10.24432 -0.241 -0.701 -0.101 -0.17
H -10.15454 -12.73056 10.45171 -0.088 -0.009 0.024 0.15
H -9.19958 -15.03952 10.78295 0.218 -0.129 -0.206 0.11
H -11.34818 -16.71515 10.32683 0.018 -0.502 0.164 0.09
H -12.72844 -12.80677 10.19380 0.293 0.109 -0.120 0.12
O -11.00117 -17.40737 4.18230 -0.711 -0.263 -0.178 -0.05
C -10.82457 -18.63247 3.52780 -0.100 0.114 -0.032 -0.25
N -10.26982 -19.67839 4.35800 0.832 -0.092 -0.267 0.10
C -10.98987 -20.50618 5.17580 -0.658 -0.033 -0.550 -0.45
O -10.59746 -21.59734 5.52239 0.274 -0.040 0.198 0.09
C -12.37666 -20.03601 5.52832 -0.054 0.027 0.834 -0.11
C -13.47008 -20.85332 5.25596 0.785 0.402 -0.284 0.01
C -14.72250 -20.42581 5.60720 -0.284 -0.172 -0.117 -0.03
C -14.88184 -19.25096 6.30178 0.131 0.130 0.018 -0.14
N -13.83793 -18.52817 6.68529 0.164 0.467 0.246 0.02
C -12.61599 -18.90350 6.30517 0.080 0.230 -0.028 -0.07
H -10.15450 -17.03792 4.38168 0.860 0.497 0.308 0.08
H -10.16778 -18.53238 2.65343 -0.122 -0.053 0.149 0.13
H -11.81801 -18.90610 3.19616 -0.211 -0.095 -0.151 0.13
H -9.38310 -20.06538 4.03371 -0.413 0.052 0.393 0.15
H -13.30822 -21.77186 4.72829 -0.029 -0.387 -0.168 0.12
H -15.58009 -20.99050 5.33175 -0.586 -0.407 -0.114 0.10
H -15.86677 -18.88507 6.55859 0.161 0.023 0.022 0.06
H -11.80947 -18.25903 6.65450 -0.082 -0.193 -0.259 0.11

85
Properties=species:S:1:pos:R:3:forces:R:3:mulliken_spin:R:1 method="wB97M-V/def2-TZVPD" homo_lumo_gap_ev="7.5 / 5.1" s2=6.0167 max_force_ev_per_a=0.43 multiplicity=5 total_charge=+1 total_energy_ha=-3523.35750
Co -0.52188 -0.23249 -0.99143 0.030 0.016 -0.321 2.83
C 1.11507 -1.45006 -0.91593 -0.312 -0.208 -0.048 0.15
Si 2.20850 -1.20122 0.50910 0.300 -0.070 0.015 0.03
C 1.09190 -1.38717 2.17959 -0.168 0.063 0.173 0.18
N -0.27835 -1.22800 1.98096 -0.010 -0.028 0.428 0.50
C -1.10685 -2.41060 1.80039 0.006 0.145 -0.119 -0.01
C -1.63280 -2.84604 3.18053 -0.055 -0.013 0.010 0.06
C -2.03532 -1.62955 4.03760 -0.039 0.045 -0.100 0.00
C -2.27809 -0.40475 3.15412 0.074 -0.099 0.123 0.02
C -0.98527 -0.02318 2.43129 -0.045 -0.092 -0.107 0.07
C 3.07186 0.44405 0.60584 -0.166 0.149 0.134 0.03
C 3.35522 1.09792 1.80821 0.053 0.075 -0.073 -0.01
C 4.12177 2.25570 1.83077 -0.022 0.003 -0.038 0.00
C 4.62259 2.77597 0.64401 -0.007 -0.022 -0.007 0.00
C 4.35676 2.13571 -0.55995 0.010 0.075 0.027 0.00
C 3.58590 0.98349 -0.57653 -0.063 -0.015 -0.043 0.00
C 3.51869 -2.49620 0.81992 0.048 -0.017 0.153 0.03
C 4.03992 -2.72196 2.09893 0.087 -0.056 -0.038 0.00
C 5.13855 -3.54874 2.28989 -0.059 0.011 -0.020 0.00
C 5.73941 -4.16329 1.19809 -0.025 0.023 -0.005 0.00
C 5.23525 -3.95407 -0.07745 -0.022 -0.020 0.011 0.00
C 4.13366 -3.12812 -0.26256 -0.068 -0.062 -0.041 0.00
H 0.82477 -2.51426 -0.92136 0.080 0.054 -0.058 0.01
H 1.64207 -1.25316 -1.85675 0.021 -0.022 0.012 -0.02
H 1.46212 -0.64368 2.88534 0.079 -0.031 -0.072 0.00
H 1.32431 -2.40559 2.50456 -0.009 0.032 -0.114 0.03
H -0.51466 -3.18818 1.32150 0.017 0.006 0.006 0.01
H -1.93790 -2.15024 1.14122 0.034 0.021 -0.011 0.01
H -0.87420 -3.44370 3.68653 -0.007 0.007 0.001 0.00
H -2.48748 -3.49791 2.99984 -0.017 -0.026 0.027 0.00
H -1.24700 -1.39734 4.75868 -0.003 -0.009 -0.033 0.00
H -2.92901 -1.85781 4.61577 0.017 -0.010 0.024 0.00
H -2.58484 0.45982 3.74046 -0.058 0.004 0.015 0.00
H -3.07897 -0.60358 2.43784 0.019 0.022 0.001 0.00
H -0.31293 0.53798 3.07465 0.084 0.002 0.086 0.01
H -1.21325 0.63268 1.59076 0.056 0.109 -0.349 -0.03
H 2.99150 0.70973 2.75429 0.027 0.003 -0.018 0.00
H 4.33224 2.74943 2.77225 -0.013 -0.023 -0.045 0.00
H 5.22196 3.67866 0.65891 -0.035 -0.049 -0.008 0.00
H 4.74298 2.54166 -1.48737 -0.013 -0.023 0.045 0.00
H 3.37761 0.50253 -1.52892 0.024 0.045 0.067 0.00
H 3.60268 -2.23955 2.97046 0.035 -0.001 -0.057 0.00
H 5.52928 -3.71008 3.28695 -0.006 0.006 -0.026 0.00
H 6.60112 -4.80237 1.34288 -0.022 0.006 -0.002 0.00
H 5.69803 -4.43703 -0.92913 -0.005 0.022 0.019 0.00
H 3.74666 -2.97959 -1.26727 0.036 0.013 0.061 -0.01
C -3.60609 -4.60519 -2.18700 0.030 0.087 0.010 0.00
C -3.38799 -3.14706 -1.94890 -0.005 -0.092 0.051 -0.01
C -4.26249 -2.08258 -1.93062 -0.079 0.098 -0.090 0.01
C -3.48052 -0.93827 -1.69550 -0.171 0.018 0.021 -0.03
N -2.20346 -1.28066 -1.56064 0.026 -0.178 0.131 0.00
N -2.17167 -2.62931 -1.69917 0.128 -0.015 -0.081 0.02
C -3.91982 0.48265 -1.59096 -0.002 -0.029 0.006 0.03
H -4.67136 -4.81983 -2.20343 -0.004 0.001 -0.001 0.00
H -3.14807 -5.20932 -1.40274 -0.007 0.019 -0.005 0.00
H -3.18406 -4.91694 -3.14348 0.000 0.034 0.006 0.00
H -5.32781 -2.11849 -2.09784 0.091 0.005 0.032 0.00
H -1.28141 -3.09599 -1.74038 0.052 -0.006 0.006 0.00
H -4.95537 0.57833 -1.91068 0.004 0.015 0.006 0.00
H -3.30067 1.12060 -2.22195 0.011 0.000 -0.013 0.00
H -3.84459 0.84414 -0.56407 0.006 0.024 0.013 -0.01
C -1.89642 4.39453 2.29247 0.051 -0.022 -0.006 0.01
C -0.57053 3.99071 2.18071 -0.008 -0.015 0.001 -0.01
C -0.13448 3.34517 1.02994 0.028 -0.040 0.031 0.03
C -1.00198 3.08001 -0.04044 0.021 0.179 0.038 0.04
C -2.32633 3.51515 0.09027 0.039 -0.102 0.111 0.00
C -2.77129 4.15961 1.24099 0.032 -0.030 -0.059 -0.01
Si -0.26689 2.10727 -1.49480 -0.073 0.111 0.264 -0.03
C -0.77167 2.76728 -3.17855 -0.114 0.133 -0.104 0.00
C 0.20734 2.76004 -4.17916 -0.068 -0.042 -0.060 0.01
C -0.04919 3.26922 -5.44467 0.016 -0.031 0.024 0.00
C -1.29327 3.81151 -5.73734 0.015 0.012 -0.014 0.01
C -2.27963 3.83107 -4.76287 0.010 -0.048 0.072 0.00
C -2.02066 3.31050 -3.49992 0.050 -0.080 -0.077 0.00
H -2.23774 4.90853 3.18280 0.007 -0.015 -0.028 0.00
H 0.12909 4.20276 2.98311 -0.037 -0.028 -0.058 0.00
H 0.91270 3.05704 0.94699 -0.077 0.018 0.039 0.00
H -3.03269 3.36325 -0.71612 -0.019 -0.025 0.014 0.00
H -3.80037 4.49289 1.30886 0.031 -0.012 -0.010 0.00
H 1.17133 2.46202 -1.41590 0.118 -0.072 0.015 0.02
H 1.19271 2.35597 -3.96253 -0.044 0.048 -0.011 0.00
H 0.72571 3.25126 -6.20134 -0.012 0.014 0.020 0.00
H -1.48907 4.22599 -6.71850 0.000 -0.027 0.020 0.00
H -3.25150 4.25648 -4.98249 0.027 -0.008 0.009 0.00
H -2.81334 3.34379 -2.76165 0.041 0.039 -0.011 0.00